{
  "formula": "C23H38N4O3ReS6Sb",
  "method": "wB97M-V/def2-TZVPD",
  "e_above_lowest_kj_mol": 0.0,
  "total_charge": -1,
  "e_tot_ev": -110255.8866,
  "multiplicity": 4,
  "lumo_ev": [2.20, 1.93],
  "species": ["Re", "Sb", "S", "S", "S", "S", "S", "S", "O", "O", "O", "N", "N", "N", "N", "C", "C", "C", "C", "C", "C", "C", "C", "C", "C", "C", "C", "C", "C", "C", "C", "C", "C", "C", "C", "C", "C", "C", "H", "H", "H", "H", "H", "H", "H", "H", "H", "H", "H", "H", "H", "H", "H", "H", "H", "H", "H", "H", "H", "H", "H", "H", "H", "H", "H", "H", "H", "H", "H", "H", "H", "H", "H", "H", "H", "H"],
  "xyz": [[-0.1318, -0.3973, -0.0504], [-1.4550, -2.5444, -2.2597], [-1.6673, -1.9566, 2.2869], [0.7601, -2.1834, -1.3578], [-2.3759, -0.9613, -0.6687], [-2.2334, -4.6209, -1.7816], [3.2787, 2.2916, -1.7620], [-1.5769, -1.6564, -4.3461], [-0.0898, 0.9449, -1.5371], [1.5156, 0.0493, 1.1286], [-0.3180, -1.7007, 1.5953], [2.1210, 0.6124, -3.4459], [0.0113, 1.2954, 2.3472], [4.1539, 1.4092, -4.1322], [-0.6356, 1.2722, 1.1035], [3.1982, -0.2061, 3.3021], [-2.9936, -0.9559, 5.0927], [-1.1137, -5.8330, 2.6315], [5.4434, 2.0426, -3.9407], [-1.6084, 2.5326, -0.6459], [1.1254, 0.6326, 2.2251], [2.4686, 0.8978, 5.7434], [-2.0915, -3.6385, 1.8262], [-1.0828, -2.2083, 3.9729], [-0.8966, -4.5931, 1.7728], [2.0087, 0.5047, 3.4131], [4.0208, -0.3610, 4.4088], [-2.2123, -2.2621, 4.9931], [3.6578, 0.1870, 5.6305], [2.6524, -1.5098, -4.6398], [-0.9404, 1.9172, -1.6785], [-1.1082, 2.3468, -3.1003], [1.6475, 1.0585, 4.6396], [-1.5824, 3.4165, 1.7208], [-1.2841, 2.3363, 0.7248], [3.1778, 1.3868, -3.1842], [6.4189, 1.1755, -3.1561], [1.9020, -0.1813, -4.6442], [5.8424, 2.2750, -4.9312], [4.2996, 0.0629, 6.4939], [2.1841, 1.3297, 6.6950], [4.9474, -0.9134, 4.3160], [-1.9913, 2.9882, 2.6350], [5.9908, 0.9370, -2.1829], [-1.4644, 1.4884, -3.6764], [2.1549, 0.4164, -5.5280], [4.0979, 0.7141, -4.8572], [-2.2620, 3.3560, -0.8933], [-2.5708, -3.5464, 0.8484], [0.8325, -0.3878, -4.6855], [-1.9898, -6.3900, 2.2940], [-1.7628, -2.4941, 5.9618], [2.3152, -2.1099, -3.7964], [-0.4640, -3.1063, 3.9787], [1.3896, 0.6236, -2.7430], [-0.4349, -1.3450, 4.1436], [6.6311, 0.2439, -3.6852], [3.7334, -1.3750, -4.5489], [5.2721, 2.9801, -3.4148], [-1.8024, 3.1788, -3.1964], [-2.2775, 4.1383, 1.2974], [-0.7545, -4.8712, 0.7278], [-0.1309, 2.6350, -3.4944], [-1.2700, -5.5714, 3.6826], [-0.2535, -6.5011, 2.5772], [-2.8856, -3.0943, 4.7679], [-2.3194, -0.1222, 5.2980], [-0.6582, 3.9285, 1.9930], [0.7213, 1.6135, 4.7074], [-2.8521, -3.9418, 2.5535], [2.4470, -2.0579, -5.5605], [3.4596, -0.6302, 2.3424], [7.3618, 1.7035, -3.0010], [0.0200, -4.0769, 2.0666], [-3.7306, -1.0032, 5.8946], [-3.5200, -0.7296, 4.1652]],
  "forces_ev_per_a": [[-0.3, -0.3, -0.1], [0.0, 0.1, -0.2], [0.0, 0.0, 0.0], [0.0, 0.1, 0.1], [0.1, 0.1, 0.0], [0.0, 0.0, 0.0], [0.0, 0.0, -0.1], [0.0, -0.1, 0.1], [0.1, 0.1, 0.0], [0.0, 0.1, 0.0], [0.0, 0.1, 0.1], [-0.1, 0.1, 0.0], [0.1, 0.0, 0.0], [-0.1, 0.0, 0.0], [-0.1, -0.1, 0.1], [0.0, 0.0, 0.0], [0.0, 0.0, 0.0], [0.0, 0.0, 0.0], [0.0, 0.0, 0.0], [0.0, 0.0, 0.0], [0.0, 0.0, 0.0], [0.0, 0.0, 0.0], [0.0, 0.0, 0.0], [0.0, 0.0, 0.0], [0.0, 0.0, 0.0], [0.0, 0.0, 0.0], [0.0, 0.0, 0.0], [0.0, 0.0, 0.0], [0.0, 0.0, 0.0], [0.0, 0.0, 0.0], [0.0, -0.1, 0.0], [0.0, 0.0, 0.0], [0.0, 0.0, 0.0], [0.0, 0.0, 0.0], [0.0, 0.0, 0.0], [0.1, 0.0, 0.0], [0.0, 0.0, 0.0], [0.0, 0.0, 0.0], [0.0, 0.0, 0.0], [0.0, 0.0, 0.0], [0.0, 0.0, 0.0], [0.0, 0.0, 0.0], [0.0, 0.0, 0.0], [0.0, 0.0, 0.0], [0.0, 0.0, 0.0], [0.0, 0.0, 0.0], [0.0, 0.0, 0.0], [0.0, 0.0, 0.0], [0.0, 0.0, 0.0], [0.0, 0.0, 0.0], [0.0, 0.0, 0.0], [0.0, 0.0, 0.0], [0.0, 0.0, 0.0], [0.0, 0.0, 0.0], [0.0, 0.0, 0.0], [0.0, 0.0, 0.0], [0.0, 0.0, 0.0], [0.0, 0.0, 0.0], [0.0, 0.0, 0.0], [0.0, 0.0, 0.0], [0.0, 0.0, 0.0], [0.0, 0.0, 0.0], [0.0, 0.0, 0.0], [0.0, 0.0, 0.0], [0.0, 0.0, 0.0], [0.0, 0.0, 0.0], [0.0, 0.0, 0.0], [0.0, 0.0, 0.0], [0.0, 0.0, 0.0], [0.0, 0.0, 0.0], [0.0, 0.0, 0.0], [0.0, 0.0, 0.0], [0.0, 0.0, 0.0], [0.0, 0.0, 0.0], [0.0, 0.0, 0.0], [0.0, 0.0, 0.0]],
  "mulliken_spin": [2.610, 0.045, 0.025, 0.058, 0.034, 0.049, -0.001, 0.032, 0.015, 0.014, -0.007, -0.005, 0.034, 0.000, 0.001, -0.001, 0.001, 0.003, 0.000, 0.058, 0.008, 0.002, -0.002, 0.003, 0.006, -0.009, 0.002, 0.000, -0.003, 0.012, 0.048, 0.001, -0.003, -0.002, -0.016, 0.001, 0.000, 0.002, 0.000, 0.000, 0.000, 0.000, 0.000, 0.000, 0.000, 0.000, 0.000, 0.008, 0.001, 0.000, 0.000, 0.000, -0.005, 0.000, -0.001, -0.001, 0.000, 0.000, 0.000, 0.000, 0.000, -0.005, 0.001, 0.000, 0.000, 0.000, 0.000, 0.002, 0.000, -0.001, 0.000, -0.004, 0.000, -0.008, 0.000, 0.000]
}


{
  "formula": "C5H5N3",
  "method": "wB97M-V/def2-TZVPD",
  "e_above_lowest_kj_mol": 374.8,
  "total_charge": 0,
  "e_tot_ev": -9731.6040,
  "multiplicity": 1,
  "lumo_ev": 0.74,
  "species": ["N", "N", "N", "C", "C", "C", "C", "C", "H", "H", "H", "H", "H"],
  "xyz": [[-3.2603, 0.0299, -0.5691], [0.2882, -1.0202, -0.9100], [1.4708, -0.3463, -1.0176], [-0.7100, -0.1380, -0.2079], [1.4712, 0.7257, -0.4149], [-0.0244, 1.0287, 0.2206], [-2.1058, 0.1075, -0.4868], [0.0198, -1.3030, 0.5182], [0.1195, 0.8952, 1.2800], [-0.4137, -2.2454, 0.7317], [-0.1487, 2.1967, -0.1681], [2.3638, 1.3024, -0.1191], [0.9298, -1.2332, 1.1429]],
  "forces_ev_per_a": [[1.2, 0.7, -0.1], [-2.4, -1.5, -0.7], [2.1, -1.1, -1.0], [0.5, -1.3, 0.9], [-1.7, 2.2, 2.6], [4.9, 5.3, -0.8], [-1.4, -2.4, -0.1], [-0.1, -0.3, -1.4], [0.0, 1.4, 0.5], [-1.0, -0.7, -0.3], [-0.8, -3.3, 1.2], [-0.5, -0.2, -0.8], [-0.8, 1.1, -0.1]],
  "nbo_charge": [-0.267, -0.216, -0.238, -0.101, 0.104, -0.479, 0.278, -0.221, 0.239, 0.221, 0.252, 0.211, 0.217]
}


{
  "formula": "H16NO6",
  "method": "wB97M-V/def2-TZVPD",
  "e_above_lowest_kj_mol": 102.7,
  "total_charge": 1,
  "e_tot_ev": -14029.9068,
  "multiplicity": 1,
  "lumo_ev": -2.83,
  "species": ["O", "O", "O", "O", "O", "O", "N", "H", "H", "H", "H", "H", "H", "H", "H", "H", "H", "H", "H", "H", "H", "H", "H"],
  "xyz": [[1.7543, 0.6683, -1.6360], [2.3222, -0.1619, 2.2144], [-0.7175, 2.6841, 1.2456], [0.0602, -1.0762, -3.6554], [-1.2472, -2.2157, 2.5165], [-1.9769, -0.7112, -1.5111], [-0.2848, 0.0645, 0.3277], [-0.6237, -0.6696, -4.1875], [-1.2410, -2.3172, 3.4683], [-0.9921, -0.1071, -0.3726], [3.1857, 0.0326, 1.8500], [2.6704, 0.4484, -1.8051], [-0.3295, 1.0386, 0.5909], [2.3140, 0.2822, 3.0622], [-0.7619, -2.9740, 2.1912], [-1.5359, 2.8221, 1.7225], [-1.8357, -1.2323, -2.3015], [1.6952, 1.6063, -1.8177], [0.6039, -0.1258, -0.1128], [-0.0825, 3.2447, 1.6914], [0.3178, -0.3951, -3.0342], [-2.8757, -0.3918, -1.5915], [-0.4195, -0.5140, 1.1446]],
  "forces_ev_per_a": [[-0.3, -0.2, 0.1], [-0.4, 0.0, -0.3], [0.1, -0.1, -0.2], [-0.3, -0.4, 0.1], [0.1, 0.4, -0.4], [-0.5, 0.1, -0.1], [0.6, 0.0, 0.4], [-0.1, 0.1, -0.4], [0.0, 0.0, 0.3], [-0.8, -0.5, -0.6], [0.3, 0.0, -0.1], [0.3, -0.2, -0.1], [0.1, 0.8, 0.5], [0.0, 0.1, 0.3], [0.1, -0.3, -0.1], [-0.4, 0.1, 0.1], [0.5, -0.4, -0.3], [0.0, 0.4, -0.1], [0.6, 0.0, 0.0], [0.3, 0.2, 0.1], [0.4, 0.3, 0.2], [-0.4, 0.1, 0.1], [-0.1, -0.5, 0.4]],
  "nbo_charge": [-0.975, -0.956, -0.961, -0.942, -0.961, -0.965, -0.895, 0.468, 0.486, 0.449, 0.478, 0.498, 0.450, 0.479, 0.481, 0.495, 0.514, 0.490, 0.450, 0.495, 0.477, 0.496, 0.450]
}


{
  "formula": "C13H21NO2",
  "method": "wB97M-V/def2-TZVPD",
  "e_above_lowest_kj_mol": 1206.8,
  "total_charge": 0,
  "e_tot_ev": -19394.8236,
  "multiplicity": 1,
  "lumo_ev": 0.84,
  "species": ["O", "O", "N", "C", "C", "C", "C", "C", "C", "C", "C", "C", "C", "C", "C", "C", "H", "H", "H", "H", "H", "H", "H", "H", "H", "H", "H", "H", "H", "H", "H", "H", "H", "H", "H", "H", "H"],
  "xyz": [[-3.8238, 0.9449, 0.4702], [1.0760, 0.0474, -1.3499], [4.0934, 0.1495, 0.2416], [-2.0325, 1.5586, -0.5918], [-2.1044, -0.9122, 0.0973], [3.6875, -1.0463, 0.8206], [-0.8828, -1.0450, -0.1258], [-0.1827, -0.0688, -0.6044], [-5.3689, -1.0180, -0.0659], [-4.7092, -0.1523, 0.9658], [2.3380, -1.3670, 0.4635], [3.2897, 1.2981, 0.9630], [-2.6668, 0.4770, 0.0692], [1.9207, -1.4256, -1.1505], [5.3628, 0.6652, 0.3751], [-0.7118, 1.3340, -1.0426], [3.6250, 1.4613, 1.9035], [3.5907, 2.3651, 0.5928], [-4.3478, -0.7172, 1.7597], [-6.0830, -1.5337, 0.2971], [2.8230, -1.1694, -1.5884], [5.6724, 1.7137, -0.4705], [-0.3963, -1.8301, -0.0858], [-2.6904, -1.5809, 0.5821], [5.9370, -0.1384, -0.1918], [2.2145, 1.2216, 0.6209], [-5.9043, -0.3910, -1.0540], [-2.4027, 2.4551, -0.6194], [4.0378, -1.0686, 1.7723], [-0.1743, 2.3003, -1.3613], [2.2284, -2.5287, 0.5575], [1.6675, -0.7436, 1.0402], [4.4407, -1.8973, 0.1847], [-4.6536, -1.6208, -0.6524], [5.8895, 0.6809, 1.2975], [1.2387, -2.1366, -1.2935], [-5.6983, 0.2887, 1.4187]],
  "forces_ev_per_a": [[-4.1, -3.1, 2.5], [0.8, -5.6, 2.1], [-3.5, 6.6, 0.7], [5.4, -6.4, -0.1], [-9.6, 6.9, 2.2], [4.7, -3.0, -5.2], [3.5, 3.1, -1.7], [4.2, 10.3, -7.0], [4.6, 4.7, -7.2], [-3.9, 3.2, -0.7], [-3.0, -4.2, -2.3], [-1.3, 0.9, -5.8], [2.5, -1.2, -2.4], [0.5, 8.2, 5.2], [4.6, -0.6, -5.8], [-1.9, -1.3, 3.4], [0.1, -0.6, 3.8], [-0.3, -2.0, -0.4], [1.6, -0.9, 1.2], [-4.9, -3.9, 2.8], [1.3, -0.4, -1.9], [-1.4, -3.0, 3.1], [4.0, -8.1, 0.8], [-1.6, -2.3, 1.1], [0.4, 0.8, 0.5], [1.0, 0.0, 1.4], [1.5, -1.2, 3.1], [-2.6, 4.8, -0.2], [0.2, -0.8, 3.5], [-0.1, -2.4, 0.1], [-0.2, 2.0, 1.2], [-0.7, -0.5, 0.0], [-1.8, 1.9, 1.9], [-0.3, -0.2, 0.5], [0.0, 0.8, 1.4], [-2.0, -3.0, -1.4], [2.3, 0.3, -0.4]],
  "nbo_charge": [-0.472, -0.559, -0.472, -0.247, -0.278, -0.187, -0.346, 0.303, -0.596, -0.096, -0.441, -0.476, 0.321, -0.057, -0.395, -0.184, 0.182, 0.206, 0.186, 0.196, 0.228, 0.194, 0.207, 0.204, 0.190, 0.235, 0.198, 0.199, 0.184, 0.235, 0.211, 0.230, 0.142, 0.210, 0.172, 0.180, 0.193]
}


{
  "formula": "C28H35N5P2SSn",
  "method": "wB97M-V/def2-TZVPD",
  "e_above_lowest_kj_mol": 0.0,
  "total_charge": 2,
  "e_tot_ev": -72277.1163,
  "multiplicity": 1,
  "lumo_ev": [-9.78, -9.04],
  "species": ["Sn", "S", "P", "P", "N", "N", "N", "N", "N", "C", "C", "C", "C", "C", "C", "C", "C", "C", "C", "C", "C", "C", "C", "C", "C", "C", "C", "C", "C", "C", "C", "C", "C", "C", "C", "C", "C", "H", "H", "H", "H", "H", "H", "H", "H", "H", "H", "H", "H", "H", "H", "H", "H", "H", "H", "H", "H", "H", "H", "H", "H", "H", "H", "H", "H", "H", "H", "H", "H", "H", "H", "H"],
  "xyz": [[0.0839, -3.1024, 4.0859], [-0.6960, -0.2550, 7.6983], [1.3295, -1.2154, -2.0161], [-1.8815, -0.8191, -1.7731], [2.7623, -0.1787, -2.1157], [2.0889, -2.4778, -3.0781], [-2.0555, 0.9496, -1.7075], [-3.5433, -1.1074, -2.3752], [-1.0045, -1.6150, 5.2375], [-2.1737, 3.1708, -2.2354], [-1.0583, -0.8583, -3.4647], [-4.1527, -2.3575, -2.1694], [-5.3568, -2.4081, -2.8549], [-0.1408, 3.3880, 5.0385], [1.7380, 2.0567, 3.9841], [3.4298, 0.3634, -1.0074], [2.8363, -3.6578, -4.8818], [-1.6282, 1.6208, 3.9326], [-5.5029, -1.1581, -3.5463], [-1.7390, 1.7013, -0.5722], [2.4259, -2.4045, -4.4320], [-4.3750, -0.4013, -3.2531], [-1.3465, 2.5078, 4.8971], [0.3812, -0.3408, -3.3727], [-1.8234, 3.0615, -0.8502], [-2.2690, 1.8758, -2.7310], [1.7503, -2.7652, 5.5629], [0.2545, 0.4326, 2.6742], [3.3709, 0.3571, -3.2565], [4.4513, 1.2133, -1.4453], [2.2916, -3.8051, -2.6798], [0.9399, 3.3128, 3.9241], [4.4121, 1.2061, -2.8858], [-0.8051, -1.0079, 6.2934], [-0.9461, 1.3684, 2.6382], [2.7646, -4.5422, -3.7571], [1.5334, 0.9221, 3.3228], [-2.5279, 1.0235, 4.1033], [-1.6649, 3.8914, -0.1620], [-6.3311, -0.8546, -4.1839], [3.0140, 0.1249, -4.2424], [3.1434, -3.8867, -5.8947], [5.1498, 1.7702, -0.8271], [-2.4657, 1.5521, -3.7418], [-6.0523, -3.2426, -2.8827], [-0.4042, 4.4649, 5.1065], [0.8471, -0.3945, -4.3640], [5.0687, 1.7429, -3.5689], [-1.0638, -1.9170, -3.7649], [2.1972, -1.8201, 5.2285], [-1.7528, 0.8614, 2.0891], [-0.1147, -0.5019, 3.1456], [2.3370, -1.4895, -4.9911], [2.6086, 2.0964, 4.6392], [2.3407, 0.1709, 3.2758], [1.3518, -2.5749, 6.5655], [-2.3414, 4.0852, -2.8040], [-1.4870, 1.1945, 0.3351], [3.1181, 0.0968, -0.0141], [0.4944, 0.1751, 1.6272], [-1.6401, -0.3158, -4.2288], [0.3669, 0.7263, -3.1201], [0.5017, 3.4672, 2.9306], [-0.7018, 2.2980, 2.1254], [2.5183, -3.5509, 5.5753], [3.0417, -5.5952, -3.7614], [2.0688, -4.0979, -1.6624], [0.2925, 3.1150, 6.0199], [-4.1308, 0.5896, -3.5908], [-2.0989, 2.6832, 5.6857], [-3.6615, -3.0822, -1.5413], [1.6316, 4.1633, 4.0653]],
  "forces_ev_per_a": [[0.6, -0.3, 0.2], [0.1, -0.1, -0.5], [2.2, 1.5, -1.8], [-2.6, 2.0, -2.2], [0.0, 0.5, 0.6], [-0.4, -1.4, -0.2], [1.0, 0.5, 0.3], [0.1, -1.1, 0.2], [1.3, 2.4, 4.2], [0.1, -1.1, 0.0], [0.1, -0.5, 0.4], [-0.6, 0.5, -0.4], [0.8, 0.3, 0.2], [0.4, 0.7, -0.2], [0.5, -0.2, -0.1], [0.8, 0.6, -0.9], [0.2, -2.1, 1.5], [-0.4, 0.5, 1.6], [1.2, 0.1, 0.6], [-0.2, 0.8, -0.4], [-0.5, 0.1, 1.5], [-0.6, -0.5, -0.1], [-0.3, 0.2, -0.3], [-0.5, -0.1, 0.1], [-0.1, -1.0, -0.2], [0.1, 0.7, 0.1], [-0.3, 0.3, -0.2], [0.4, 0.3, -1.0], [0.7, 0.6, 0.5], [-1.1, -0.9, -0.3], [-0.5, 2.3, -0.1], [-0.4, 0.4, 0.5], [-1.0, -0.9, 0.5], [-1.4, -1.9, -3.2], [-0.5, -0.4, -0.1], [0.7, 0.2, -2.8], [-0.4, -1.0, 0.2], [0.1, 0.2, -0.2], [0.0, -0.4, -0.2], [0.3, -0.1, 0.3], [0.0, 0.2, 0.0], [0.0, 0.0, 0.2], [-0.3, -0.2, -0.1], [0.0, 0.2, 0.2], [0.3, 0.2, 0.1], [-0.3, -0.7, 0.2], [0.1, 0.0, 0.4], [-0.3, -0.2, 0.3], [-0.1, 0.1, 0.0], [0.1, -0.1, 0.0], [0.5, 0.2, -0.3], [0.4, 0.1, 0.0], [0.0, -0.2, 0.0], [0.2, 0.1, -0.4], [-0.3, 0.3, 0.5], [0.0, -0.3, -0.2], [0.1, -0.4, 0.2], [0.0, 0.0, 0.0], [0.0, 0.0, 0.1], [-0.1, -0.2, 0.2], [0.2, -0.2, 0.5], [0.1, -0.1, 0.2], [0.1, 0.0, 0.4], [-0.1, -0.2, -0.1], [-0.4, 0.2, -0.1], [-0.2, 0.4, 0.1], [0.1, 0.0, -0.1], [0.1, 0.3, -0.3], [-0.1, -0.1, 0.1], [0.4, -0.4, -0.3], [-0.1, -0.1, 0.1], [-0.3, -0.4, 0.0]],
  "lowdin_charge": [1.175, 0.970, 1.105, 1.060, -0.290, -0.195, -0.260, -0.272, -0.079, -0.062, -0.400, -0.172, -0.088, -0.177, -0.101, -0.135, 0.039, -0.116, -0.070, -0.157, -0.004, -0.136, -0.111, -0.395, -0.071, -0.168, -0.306, -0.201, -0.147, -0.060, -0.003, -0.183, -0.048, -0.755, -0.225, 0.022, -0.111, 0.105, 0.102, 0.105, 0.077, 0.133, 0.105, 0.091, 0.100, 0.125, 0.066, 0.111, 0.078, -0.011, 0.098, 0.025, 0.110, 0.113, 0.097, -0.016, 0.109, 0.039, 0.086, 0.098, 0.084, 0.092, 0.106, 0.104, 0.009, 0.133, 0.134, 0.116, 0.078, 0.113, 0.084, 0.124]
}


{
  "formula": "C4H8O2",
  "method": "wB97M-V/def2-TZVPD",
  "e_above_lowest_kj_mol": 524.4,
  "total_charge": 0,
  "e_tot_ev": -8367.8467,
  "multiplicity": 1,
  "lumo_ev": 0.85,
  "species": ["O", "O", "C", "C", "C", "C", "H", "H", "H", "H", "H", "H", "H", "H"],
  "xyz": [[-1.9696, -0.4774, -0.6253], [2.0566, 1.0428, 0.5749], [-1.0790, 0.6536, -0.8744], [-0.0735, 0.0732, 0.1367], [-1.1558, -0.9721, 0.3722], [1.4257, -0.0638, -0.0566], [-0.8255, 0.7072, -1.9462], [3.0016, 0.9995, 0.3796], [-1.5629, 1.5911, -0.5694], [1.7581, -1.0138, 0.3909], [-0.5900, 0.1761, 1.1989], [1.7296, -0.0968, -1.1232], [-1.6643, -0.5854, 1.6155], [-1.0512, -2.0343, 0.5264]],
  "forces_ev_per_a": [[-0.4, -0.1, -0.5], [0.3, 0.0, 0.0], [-0.2, 0.0, 0.1], [-0.5, 0.4, 1.7], [-2.0, -0.5, 2.6], [-0.6, -0.4, 0.1], [0.2, -0.1, 0.5], [-0.2, 0.0, 0.1], [0.1, -0.1, -0.1], [0.0, 0.2, 0.0], [3.5, 2.9, -1.3], [-0.4, 0.0, 0.3], [0.2, -1.8, -2.8], [0.1, -0.5, -0.6]],
  "nbo_charge": [-0.517, -0.715, -0.054, -0.402, 0.057, -0.063, 0.182, 0.465, 0.177, 0.166, 0.304, 0.165, 0.041, 0.194]
}


no.,strongest force on any atom (Eh/bohr)
1,0.0093
2,0.1423
3,0.0212
4,0.2550
5,0.0976
6,0.0927